Record 1
Formula: CH4O3S
Source: OMol25
Level of theory: ωB97M-V with the def2-TZVPD basis set

XYZ file:
```
9
Properties=species:S:1:pos:R:3:nbo_charge:R:1
C 0.36101 0.67828 -0.19777 -0.8069
S 0.24876 -1.19675 -0.55679 2.2900
O 0.49040 -1.47095 -1.94856 -0.9237
O 1.12422 -1.82474 0.34585 -0.9232
O -1.32220 -1.59857 -0.14633 -0.8445
H -0.45899 1.01167 0.48080 0.2444
H 0.17772 1.12995 -1.19078 0.2387
H 1.26192 0.85294 0.23039 0.2367
H -1.70677 -1.37516 -1.01332 0.4885
```

SMILES: CS(=O)(=O)O
Energy relative to the best compared isomer or geometry (same formula, charge and spin) in kJ/mol: 124.4


Record 2
Formula: C18H16N2O2S2W
Source: OMol25
Level of theory: ωB97M-V with the def2-TZVPD basis set

XYZ file:
```
41
Properties=species:S:1:pos:R:3:nbo_charge:R:1
W -0.85013 -0.99029 -0.21048 1.4854
C -2.14778 -4.91620 0.71568 -0.6971
C -2.24176 -3.43955 0.79514 0.5297
O -1.32069 -2.76336 0.12174 -0.5565
C -3.21534 -2.78826 1.53106 -0.3307
C -3.28707 -1.39294 1.68921 0.3999
C -4.19441 -0.71379 2.63698 -0.6844
N -2.46413 -0.69814 0.90953 -0.3709
N -1.89359 0.52444 1.13666 -0.1637
C -1.45787 1.06073 -0.02049 0.4427
O -1.76201 0.43412 -1.13787 -0.5411
C -0.20988 1.82292 -0.13769 -0.1228
C 0.06619 3.10735 0.11062 -0.0513
C 1.31288 3.81662 -0.14688 -0.2990
C 2.51233 3.57365 -0.72984 -0.0387
C 3.35035 2.51458 -1.38625 -0.2986
C 0.92743 0.97347 -0.71186 -0.4961
H -1.22984 -5.21371 0.21539 0.2651
H -3.00235 -5.30563 0.15549 0.2842
H -2.19211 -5.36400 1.70855 0.2783
H -3.92008 -3.39578 2.08023 0.2740
H -4.80982 -1.42703 3.17580 0.2686
H -4.83751 -0.01442 2.09664 0.2796
H -3.61456 -0.11647 3.34678 0.2827
H -0.72266 3.72151 0.53083 0.2483
H 1.23437 4.84214 0.19365 0.2502
H 3.11333 4.47688 -0.71942 0.2378
H 4.23144 3.02554 -1.74965 0.2692
H 1.53917 1.78940 -1.03446 0.3731
S 0.99535 -1.04911 1.23805 0.1988
C 1.79946 0.20852 0.26739 -0.1453
C 3.12723 0.33218 0.15684 -0.1582
C 3.79853 1.15777 -0.85215 -0.2144
C 3.20215 1.28127 -2.30301 -0.2384
C 2.10262 0.39590 -2.70961 -0.1213
C 1.00076 0.11539 -1.98745 -0.1676
S 0.14853 -1.43377 -2.26259 0.2849
H 3.77114 -0.28996 0.76721 0.2533
H 4.87249 1.03844 -0.81730 0.2667
H 3.96164 1.30392 -3.07243 0.2695
H 2.30613 -0.20431 -3.59003 0.2539
```

Net charge: +2


Calculated values (a.u.) of DFT total energy for the records, taken in order: -664.37474, -1818.18941.
Calculated values (Ha) of LUMO for the records, taken in order: 0.0155, -0.3246.